# 1
Here is an isolated molecule of C5H10O2 from the Open Molecules 2025 dataset. Energies are from ωB97M-V with the def2-TZVPD basis set.

Properties
Electronic energy, eV: -9442.08547
E_LUMO, eV: 0.79
E_HOMO, eV: -9.6
Structure (SMILES): CC(=O)C(C)(C)O

Last column: natural (NBO) charge in e.
Element x y z (Å)
C 1.317 0.501 -0.434  -0.6338
C 0.242 -0.314 0.289  0.1405
O 0.187 -1.631 -0.260  -0.7159
C 0.474 -0.357 1.795  -0.6280
C -1.161 0.262 -0.008  0.6027
C -1.544 0.456 -1.458  -0.7312
O -1.917 0.557 0.891  -0.5306
H 2.315 0.134 -0.164  0.2127
H 1.197 0.403 -1.517  0.2207
H 1.269 1.563 -0.166  0.2182
H 1.016 -2.068 -0.026  0.4692
H 1.344 -0.982 2.032  0.2006
H 0.660 0.645 2.195  0.2198
H -2.625 0.594 -1.519  0.2393
H -1.056 1.361 -1.842  0.2344
H -1.225 -0.387 -2.077  0.2419
H -0.408 -0.762 2.293  0.2395

***

# 2
Here is an isolated molecule of C5H10O2 from the Open Molecules 2025 dataset. Energies are from ωB97M-V with the def2-TZVPD basis set.

Properties
Electronic energy, eV: -9438.18235
E_LUMO, eV: 0.94
E_HOMO, eV: -8.3

Last column: natural (NBO) charge in e.
Element x y z (Å)
C 0.738 0.809 1.324  -0.6179
C -0.097 -0.358 0.824  -0.2709
C -1.331 0.017 -0.049  0.0910
O -1.571 1.413 -0.099  -0.7328
C -0.644 -0.665 -1.220  -0.6163
C 0.397 -1.176 -0.368  0.1107
O 1.729 -0.379 -1.215  -0.8469
H 1.684 0.469 1.764  0.2071
H 0.184 1.363 2.087  0.2333
H 0.940 1.522 0.518  0.2127
H -0.352 -1.020 1.661  0.2181
H -2.241 -0.494 0.302  0.1547
H -2.009 1.595 -0.938  0.4723
H -1.132 -1.214 -2.024  0.2185
H 0.697 -0.006 -1.608  0.4670
H 0.843 -2.167 -0.299  0.2107
H 2.166 0.290 -0.658  0.4886

***

# 3
Here is a cluster of 2 separate species, C5H10O2 in total from the Open Molecules 2025 dataset. Energies are from ωB97M-V with the def2-TZVPD basis set.

Properties
Electronic energy, eV: -9439.06498
E_LUMO, eV: 0.77
E_HOMO, eV: -8.4
Structure (SMILES): C/C=C/C=C/O.O

Last column: natural (NBO) charge in e.
Element x y z (Å)
C 2.826 0.113 -0.294  -0.6614
C 1.450 -0.675 -0.314  -0.1624
C 0.307 -0.356 0.380  -0.2911
C -0.944 -1.239 0.389  -0.3370
C -2.128 -0.684 0.677  0.1795
O -3.209 -1.119 -0.019  -0.6885
H 3.713 -0.293 0.338  0.2229
H 3.335 0.313 -1.260  0.2266
H 2.592 1.092 0.205  0.2098
H 1.374 -1.498 -1.044  0.1807
H 0.798 0.307 1.234  0.2184
H -0.805 -2.160 -0.249  0.2088
H -2.189 0.270 1.256  0.2000
H -2.968 -1.302 -0.948  0.4908
H -0.998 1.743 -0.317  0.4765
H -1.413 3.106 0.307  0.4690
O -1.741 2.382 -0.341  -0.9426

***

# 4
Here is an isolated molecule of C5H10O2 from the Open Molecules 2025 dataset. Energies are from ωB97M-V with the def2-TZVPD basis set.

Properties
Electronic energy, eV: -9440.54750
E_LUMO, eV: 0.96
E_HOMO, eV: -9.9
Structure (SMILES): C[C@@]1(CCO)CO1

Last column: natural (NBO) charge in e.
Element x y z (Å)
C -1.506 -1.403 0.284  -0.6217
C -0.638 -0.212 -0.055  0.2150
C 0.815 -0.545 -0.369  -0.4579
C 1.890 0.473 0.101  -0.0576
O 1.457 1.773 0.443  -0.7306
C -1.122 1.077 -0.560  -0.1211
O -0.958 0.862 0.846  -0.5289
H -1.425 -2.241 -0.416  0.2144
H -1.151 -1.753 1.262  0.2193
H -2.555 -1.117 0.401  0.2231
H 0.854 -0.676 -1.460  0.2151
H 1.066 -1.528 0.050  0.2102
H 2.615 0.613 -0.705  0.1799
H 2.420 0.028 0.952  0.1575
H 0.735 1.670 1.087  0.4878
H -2.135 1.202 -0.940  0.1846
H -0.364 1.778 -0.921  0.2109

***

# 5
Here is an isolated molecule of C5H10O2 from the Open Molecules 2025 dataset. Energies are from ωB97M-V with the def2-TZVPD basis set.

Properties
Electronic energy, eV: -9437.71849
E_LUMO, eV: 0.65
E_HOMO, eV: -7.3

Last column: natural (NBO) charge in e.
Element x y z (Å)
C -0.111 -2.086 -0.357  -0.6290
C -0.229 -0.882 0.580  0.0003
O 1.068 -0.246 0.489  -0.5494
C 1.027 1.137 0.745  -0.1001
C 0.223 1.838 -0.368  -0.0852
C -1.319 0.151 0.364  -0.3359
O -0.714 0.899 -0.967  -0.5247
H 0.721 -2.731 -0.053  0.2199
H 0.084 -1.785 -1.398  0.1778
H -1.036 -2.671 -0.340  0.2120
H -0.385 -1.258 1.605  0.1834
H 2.065 1.486 0.729  0.1903
H 0.590 1.352 1.725  0.1935
H -0.410 2.633 0.023  0.2192
H 0.855 2.202 -1.185  0.1796
H -2.218 -0.320 -0.057  0.1484
H -0.212 0.279 -1.533  0.5001

***

# 6
Here is a cluster of 2 separate species, C5H10O2 in total from the Open Molecules 2025 dataset. Energies are from ωB97M-V with the def2-TZVPD basis set.

Properties
Electronic energy, eV: -9440.03114
E_LUMO, eV: 0.62
E_HOMO, eV: -9.0
Structure (SMILES): CO/C=C(/C)C=O.[H][H]

Last column: natural (NBO) charge in e.
Element x y z (Å)
C 2.544 -0.313 0.607  -0.2504
O 1.365 0.476 0.628  -0.5025
C 0.208 -0.207 0.523  0.2181
C -0.966 0.374 0.226  -0.2248
C -2.259 -0.393 0.210  -0.6245
C -1.018 1.808 -0.104  0.3972
O -2.051 2.390 -0.370  -0.5374
H 2.461 -1.160 1.300  0.1767
H 3.360 0.337 0.925  0.2038
H 2.747 -0.687 -0.404  0.1833
H 0.277 -1.281 0.721  0.1720
H 0.779 -1.136 -2.651  -0.0004
H 0.406 -0.800 -2.102  -0.0029
H -2.864 -0.088 -0.649  0.2344
H -2.089 -1.473 0.155  0.2093
H -2.853 -0.185 1.106  0.2225
H -0.047 2.338 -0.121  0.1257

***

# 7
Here is a cluster of 2 separate species, C5H10O2 in total from the Open Molecules 2025 dataset. Energies are from ωB97M-V with the def2-TZVPD basis set.

Properties
Electronic energy, eV: -9440.56057
E_LUMO, eV: 0.86
E_HOMO, eV: -8.8
Structure (SMILES): C=C(O)CC.C=O

Last column: natural (NBO) charge in e.
Element x y z (Å)
C 2.004 -0.322 -0.423  -0.6278
C 0.940 -0.318 0.681  -0.4772
O -0.263 2.079 -0.705  -0.5643
C -1.413 1.696 -0.666  0.2816
C -1.532 -0.388 0.988  -0.5493
C -0.453 -0.765 0.294  0.3597
O -0.584 -1.641 -0.740  -0.6786
H 2.976 -0.036 0.009  0.2286
H 1.747 0.405 -1.207  0.2318
H 2.141 -1.323 -0.870  0.1882
H 0.859 0.695 1.099  0.2394
H -1.818 0.946 -1.370  0.1189
H -2.140 2.078 0.077  0.1143
H -1.414 0.279 1.837  0.2124
H -2.522 -0.735 0.716  0.2147
H 1.250 -0.984 1.498  0.2239
H 0.236 -1.653 -1.250  0.4837

***

# 8
Here is an isolated molecule of C5H10O2 from the Open Molecules 2025 dataset. Energies are from ωB97M-V with the def2-TZVPD basis set.

Properties
Electronic energy, eV: -9437.42271
E_LUMO, eV: -0.29
E_HOMO, eV: -8.5

Last column: natural (NBO) charge in e.
Element x y z (Å)
C -1.740 -0.673 1.196  -0.2546
C -0.155 -0.477 -1.080  0.1708
C 1.205 0.087 -1.205  -0.6208
C 1.948 -0.091 0.156  -0.0271
O 1.552 0.842 1.121  -0.7274
C -1.212 0.566 -0.820  -0.2092
O -1.172 0.499 0.614  -0.5373
H -1.048 -1.517 1.144  0.1967
H -1.951 -0.417 2.238  0.1946
H -2.666 -0.949 0.679  0.1802
H 1.290 1.150 -1.486  0.1891
H 1.759 -0.536 -1.921  0.2529
H 3.010 0.088 -0.031  0.1878
H 1.832 -1.132 0.496  0.1683
H 0.585 0.789 1.208  0.4862
H -2.214 0.305 -1.188  0.1803
H -0.990 1.614 -1.076  0.1696

***

# 9
Here is a structure of composition C5H10O2 from the Open Molecules 2025 dataset. Energies are from ωB97M-V with the def2-TZVPD basis set.

Properties
Electronic energy, eV: -9437.72773
E_LUMO, eV: 0.94
E_HOMO, eV: -7.5

Last column: natural (NBO) charge in e.
Element x y z (Å)
C 1.112 -0.583 -1.578  -0.6514
C 0.532 -0.910 -0.237  0.1010
O 2.102 -0.790 0.811  -0.9005
C -0.129 0.084 0.528  -0.0808
C -0.895 1.295 0.011  -0.4535
C -2.014 0.752 0.916  -0.0505
O -1.188 -0.308 1.418  -0.5354
H 1.905 -1.278 -1.860  0.2339
H 0.309 -0.636 -2.324  0.2249
H 1.517 0.434 -1.586  0.2296
H 0.301 -1.953 -0.026  0.2193
H 2.085 -1.477 1.501  0.4720
H 1.220 0.011 1.084  0.4369
H -0.501 2.273 0.307  0.2121
H -1.116 1.308 -1.062  0.2013
H -2.888 0.361 0.377  0.1673
H -2.352 1.418 1.719  0.1738

***

# 10
Here is a structure of composition C5H10O2 from the Open Molecules 2025 dataset. Energies are from ωB97M-V with the def2-TZVPD basis set.

Properties
Electronic energy, eV: -9438.62811
E_LUMO, eV: 1.06
E_HOMO, eV: -8.9

Last column: natural (NBO) charge in e.
Element x y z (Å)
C 2.116 0.334 0.676  -0.7352
C 1.958 -0.222 -0.708  0.4554
O 1.213 -1.130 -1.002  -0.5402
C -1.259 0.932 1.153  0.1219
C -1.920 0.591 0.046  -0.3494
C -1.693 -0.839 0.464  -0.0883
O -0.990 -0.328 1.649  -0.5141
H 3.144 0.168 1.021  0.2351
H 1.958 1.420 0.654  0.2304
H 1.400 -0.138 1.353  0.2531
H 2.587 0.252 -1.492  0.1029
H -0.503 -0.700 -2.507  0.0218
H -0.926 1.817 1.686  0.1939
H -2.406 1.093 -0.776  0.2249
H -1.100 -0.407 -2.843  -0.0263
H -1.007 -1.432 -0.144  0.2226
H -2.571 -1.413 0.770  0.1915

***

# 11
Here is a structure of composition C5H10O2 from the Open Molecules 2025 dataset. Energies are from ωB97M-V with the def2-TZVPD basis set.

Properties
Electronic energy, eV: -9439.66664
E_LUMO, eV: 0.84
E_HOMO, eV: -9.5

Last column: natural (NBO) charge in e.
Element x y z (Å)
C 0.175 -0.694 0.732  -0.0106
C -0.898 0.313 0.232  -0.4376
C 1.945 1.147 0.314  -0.6988
C -2.053 -0.331 -0.524  -0.6095
C 1.046 0.069 -0.217  0.5517
O -0.001 -2.028 0.368  -0.6979
O 1.037 -0.234 -1.474  -0.7020
H 0.249 -2.088 -0.570  0.4909
H 0.428 -0.595 1.786  0.1940
H -1.221 0.969 1.034  0.2239
H -0.279 0.749 -0.814  0.3248
H 2.142 1.895 -0.452  0.2398
H 1.534 1.618 1.203  0.2241
H 2.900 0.673 0.545  0.2533
H -1.693 -0.765 -1.457  0.2203
H -2.514 -1.118 0.072  0.2178
H -2.799 0.419 -0.778  0.2158

***

# 12
Here is an isolated molecule of C5H10O2 from the Open Molecules 2025 dataset. Energies are from ωB97M-V with the def2-TZVPD basis set.

Properties
Electronic energy, eV: -9437.98829
E_LUMO, eV: 0.63
E_HOMO, eV: -8.4
Structure (SMILES): CO/C=C/COC

Last column: natural (NBO) charge in e.
Element x y z (Å)
C -1.888 1.859 1.717  -0.2478
O -1.206 1.368 0.600  -0.5386
C -0.471 0.197 0.904  -0.0843
C 0.309 -0.235 -0.276  -0.4050
C 2.176 -1.123 -1.760  -0.3077
C -0.007 -1.336 -0.995  0.2049
O 0.673 -1.902 -1.933  -0.4777
H -2.615 1.125 2.104  0.1610
H -2.420 2.758 1.399  0.1924
H -1.201 2.130 2.535  0.1598
H -1.145 -0.614 1.233  0.1634
H 0.210 0.410 1.748  0.1638
H 0.986 0.506 -0.684  0.2088
H 2.144 -0.627 -2.724  0.2005
H 2.834 -0.565 -1.117  0.2268
H 2.573 -2.107 -1.948  0.2071
H -0.952 -1.843 -0.804  0.1725

***

# 13
Here is a cluster of 2 separate species, C5H10O2 in total from the Open Molecules 2025 dataset. Energies are from ωB97M-V with the def2-TZVPD basis set.

Properties
Electronic energy, eV: -9441.12713
E_LUMO, eV: 0.87
E_HOMO, eV: -8.5
Structure (SMILES): C/C=C\O.CC=O

Last column: natural (NBO) charge in e.
Element x y z (Å)
C -0.597 -1.455 1.247  -0.6492
C 0.521 -0.534 1.648  -0.3267
O -1.543 0.400 -1.180  -0.5568
C -0.698 0.305 -2.048  0.4652
C 0.761 0.593 -1.850  -0.7405
C 0.525 0.800 1.581  0.1429
O -0.425 1.622 1.069  -0.7120
H -0.351 -2.054 0.360  0.2063
H -1.524 -0.917 1.030  0.2167
H -0.810 -2.161 2.058  0.2178
H 1.411 -0.991 2.074  0.2054
H -1.006 -0.033 -3.056  0.1161
H 1.238 0.882 -2.791  0.2272
H 1.249 -0.320 -1.486  0.2553
H 0.894 1.365 -1.089  0.2552
H 1.364 1.376 1.967  0.1746
H -1.009 1.122 0.467  0.5025

***

# 14
Here is a structure of composition C5H10O2 from the Open Molecules 2025 dataset. Energies are from ωB97M-V with the def2-TZVPD basis set.

Properties
Electronic energy, eV: -9440.64702
E_LUMO, eV: 0.87
E_HOMO, eV: -9.7

Last column: natural (NBO) charge in e.
Element x y z (Å)
O -1.060 1.124 1.827  -0.7176
C -0.644 1.802 0.653  -0.0564
C 0.421 1.020 -0.112  -0.4282
C -0.065 -0.390 -0.420  -0.2667
C 0.634 -1.269 -1.466  -0.0500
O 0.643 -2.392 -0.573  -0.5343
C 0.290 -1.545 0.530  -0.0501
H -1.697 0.449 1.565  0.4638
H -0.259 2.773 0.978  0.1828
H -1.502 1.993 -0.010  0.1554
H 1.343 0.979 0.482  0.2087
H 0.660 1.558 -1.040  0.2112
H -1.145 -0.377 -0.619  0.1933
H 1.653 -0.944 -1.724  0.1656
H 0.078 -1.477 -2.387  0.1781
H -0.509 -1.971 1.146  0.1756
H 1.159 -1.332 1.169  0.1687

***

# 15
Here is a cluster of 2 separate species, C5H10O2 in total from the Open Molecules 2025 dataset. Energies are from ωB97M-V with the def2-TZVPD basis set.

Properties
Electronic energy, eV: -9440.50847
E_LUMO, eV: 0.73
E_HOMO, eV: -9.6
Structure (SMILES): CCC(=O)CC=O.[H][H]

Last column: natural (NBO) charge in e.
Element x y z (Å)
C 0.520 -0.833 2.162  -0.6095
C 0.864 -0.735 0.680  -0.5147
C 0.368 0.520 -0.020  0.6278
O 0.175 1.563 0.561  -0.5452
C 0.276 0.447 -1.541  -0.6342
C -0.963 1.027 -2.204  0.4555
O -1.942 1.458 -1.653  -0.4920
H 1.164 -1.568 2.656  0.2116
H 0.651 0.135 2.650  0.2305
H -0.519 -1.147 2.307  0.2140
H 1.955 -0.681 0.551  0.2344
H 0.545 -1.632 0.135  0.2136
H -1.872 -0.376 0.434  -0.0471
H -1.851 0.367 0.442  0.0507
H 0.402 -0.577 -1.920  0.2356
H 1.128 1.022 -1.926  0.2601
H -0.902 1.010 -3.314  0.1090

***

ΔE to the lowest compared entry with this formula, charge and spin / kcal per mole: 22.1, 112.1, 91.7, 57.5, 122.8, 69.5, 57.2, 129.6, 122.6, 101.8, 77.9, 116.6, 44.2, 55.3, 58.4